Computed, not measured: 2 unconnected molecules or ions with the total composition C3H12NO, with ωB97M-V/def2-TZVPD.

The geometry in XYZ format:
```
17
Properties=species:S:1:pos:R:3:forces:R:3:mulliken_charge:R:1
N -2.0816 0.9696 -0.0982 -0.1 0.1 0.0 -0.427
H -1.6339 0.3871 -0.8133 0.0 -0.1 0.1 0.299
H -1.6026 0.8101 0.7941 0.1 0.0 -0.1 0.289
H -1.9812 1.9501 -0.3744 -0.1 0.0 0.1 0.396
H -3.0679 0.7201 0.0019 0.0 0.1 -0.1 0.403
C 0.3774 -0.5801 1.2840 0.0 0.2 -0.4 -1.394
C 1.1741 -0.6364 -0.0370 -0.3 -0.1 0.2 0.688
C 1.0353 0.5474 -0.9739 0.1 0.6 0.0 -1.469
O 0.7852 -1.7804 -0.7877 0.1 -0.1 0.1 -0.554
H 0.8592 -1.2070 2.0282 0.0 0.0 0.2 0.378
H -0.6294 -0.9846 1.1481 0.0 -0.1 -0.1 0.362
H 0.3144 0.4379 1.6811 0.2 0.0 0.1 0.297
H 2.2273 -0.6910 0.2484 0.1 -0.1 -0.1 0.337
H 1.0879 1.4987 -0.4414 0.1 0.0 0.1 0.387
H 0.1271 0.5833 -1.5841 -0.1 -0.4 0.0 0.365
H 1.8508 0.5474 -1.6952 0.0 -0.1 0.0 0.310
H 1.1579 -2.5722 -0.3807 -0.1 0.0 -0.1 0.332
```
Forces are in eV/Å.

Summary:
M: 78.13 g/mol
Net charge: +1
Kohn-Sham gap: 9.98 eV
Relative energy (zero: lowest compared OMol25 entry of this formula, charge and spin): 27.1 kcal/mol
DFT total energy: -251.22722 a.u.

Computed, not measured: 2 unconnected molecules or ions with the total composition C3H12NO at a distorted geometry, with ωB97M-V/def2-TZVPD.

The geometry in XYZ format:
```
17
Properties=species:S:1:pos:R:3:forces:R:3:mulliken_spin:R:1
C -0.3980 -0.9939 -2.5683 2.0 1.3 1.3 0.094
O -0.3394 0.0571 -1.5841 -1.1 -0.7 -1.2 0.748
H -0.3535 -0.4600 -3.5285 -0.7 -0.3 -0.4 0.058
H -1.2929 -1.6377 -2.4257 -0.4 0.1 -0.2 0.104
H 0.5187 -1.5291 -2.3156 -0.3 -0.6 -0.3 0.009
H -0.9244 0.8285 -1.8054 -0.2 -0.1 -0.1 -0.021
C -1.0010 0.0102 1.7450 0.0 1.1 -0.5 -0.003
C 0.5027 0.1265 1.9347 0.3 -0.9 0.2 0.002
N 1.2226 0.6903 0.7110 0.3 -0.5 -1.0 0.000
H -1.4233 0.9019 1.2590 0.2 -0.1 -0.3 0.002
H -1.6185 0.0151 2.6419 0.5 -0.6 0.3 0.002
H -1.1465 -0.8923 1.1514 -0.6 0.1 0.1 0.003
H 0.8918 -0.8914 1.9406 0.0 0.0 0.6 0.000
H 0.9161 0.6427 2.7962 -0.4 0.2 0.0 0.000
H 1.7214 1.5679 0.8720 -0.4 0.3 -0.1 0.000
H 1.9487 0.0259 0.4446 0.5 0.0 0.4 0.001
H 0.6677 0.6799 -0.1685 0.3 0.8 1.4 -0.001
```
Forces are in eV/Å.

Summary:
Spin multiplicity: 2
M: 78.13 g/mol
Net charge: +2
Kohn-Sham gap (alpha / beta): 12.42 / 5.48 eV
Expectation value of S²: 0.7542
Relative energy (zero: lowest compared OMol25 entry of this formula, charge and spin): 22.0 kcal/mol
DFT total energy: -250.67149 a.u.

Computed, not measured: 2 unconnected molecules or ions with the total composition C3H12NO2 at a distorted geometry, with ωB97M-V/def2-TZVPD.

The geometry in XYZ format:
```
18
Properties=species:S:1:pos:R:3:forces:R:3:mulliken_spin:R:1
C -0.2096 -1.2162 1.3385 0.5 -0.4 0.7 0.545
O -1.5119 -1.0875 2.0035 1.5 -0.2 -1.3 -0.251
C -0.0204 -1.0329 -0.1731 -1.0 2.5 2.2 -0.116
C 1.3047 -1.4708 -0.7944 -1.1 1.7 -1.0 0.397
N -0.1835 0.5142 -0.1525 -1.4 1.2 -3.0 1.052
H 0.4158 -2.0595 1.5185 -0.5 -1.7 1.0 0.042
H 0.4204 -0.4505 1.7855 -0.3 0.2 0.3 -0.162
H -2.0919 -1.8596 1.9102 0.6 0.1 -0.3 0.068
H -0.7746 -1.4453 -0.7186 -2.4 -1.0 -1.2 -0.208
H 1.0803 -1.8619 -1.8002 0.1 0.3 0.2 0.135
H 1.9139 -0.5303 -0.9275 0.3 -1.7 0.4 -0.429
H 1.6161 -2.3261 -0.2429 1.2 -0.3 0.7 -0.064
H 0.7855 0.6903 -0.1693 2.1 1.8 0.2 -0.139
H -0.5689 1.0545 0.6453 -0.2 -0.8 0.5 0.021
H -0.5669 1.1448 -0.9778 0.5 -1.5 0.5 -0.260
H -1.2542 4.3098 -1.1315 0.5 -1.1 0.2 -0.151
H 0.2550 4.0696 -1.0860 -1.1 -1.2 0.1 -0.181
O -0.6097 3.5577 -1.0278 0.6 2.1 -0.3 0.702
```
Forces are in eV/Å.

Summary:
Spin multiplicity: 2
M: 94.13 g/mol
Kohn-Sham gap (alpha / beta): 3.58 / 11.75 eV
Expectation value of S²: 0.7505
Relative energy (zero: lowest compared OMol25 entry of this formula, charge and spin): 81.1 kcal/mol
DFT total energy: -326.53560 a.u.

Computed, not measured: 3 unconnected molecules or ions with the total composition C3H12NO2 at a distorted geometry, with ωB97M-V/def2-TZVPD.

The geometry in XYZ format:
```
18
Properties=species:S:1:pos:R:3:forces:R:3:mulliken_charge:R:1
C -1.7316 2.8938 0.1926 0.4 0.4 -0.7 -1.161
C -0.9381 1.6314 0.2607 0.6 -2.7 0.1 -0.059
C -1.1334 0.4980 -0.4973 -1.0 2.3 2.4 -0.120
N -0.5699 -0.8288 -0.0679 -1.5 0.2 -5.5 -0.246
H -2.7710 2.7461 -0.0348 -0.4 -0.5 -0.6 0.354
H -1.2823 3.5344 -0.5787 -0.2 0.1 0.2 0.291
H -1.8033 3.4570 1.1184 0.7 -0.1 0.2 0.349
H -0.1196 1.5783 1.0365 -1.0 0.0 -0.7 0.238
H -1.9107 0.4858 -1.2750 0.5 -0.5 0.4 0.346
H 0.1362 -0.7572 0.5770 2.4 0.3 1.9 0.233
H -0.1679 -1.1911 -1.0212 0.2 0.1 2.2 0.419
H -1.2295 -1.5286 0.2550 -0.6 0.2 0.2 0.357
H 2.6284 -3.3592 1.9825 0.5 0.3 0.2 0.312
H 2.7615 -1.8479 1.4627 0.8 0.0 0.5 0.323
O 2.2490 -2.6473 1.4670 -1.4 -0.2 -0.8 -0.621
H 1.9889 -2.3420 -1.5602 0.3 -0.5 0.1 0.340
H 2.3115 -0.8296 -1.6012 -1.0 -0.9 -0.3 0.330
O 1.5817 -1.4929 -1.7163 0.7 1.5 0.2 -0.686
```
Forces are in eV/Å.

Summary:
M: 94.13 g/mol
Net charge: +1
Kohn-Sham gap: 10.92 eV
Relative energy (zero: lowest compared OMol25 entry of this formula, charge and spin): 36.7 kcal/mol
DFT total energy: -326.45458 a.u.

Computed, not measured: 2 unconnected molecules or ions with the total composition C3H12NO2 at a distorted geometry, with ωB97M-V/def2-TZVPD.

The geometry in XYZ format:
```
18
Properties=species:S:1:pos:R:3:forces:R:3:mulliken_charge:R:1
C -1.6977 0.7872 0.1522 -0.7 -1.4 1.3 -0.826
O -2.5466 -0.3862 0.2032 -0.2 0.7 -0.5 -0.554
C -0.3274 0.3070 -0.3296 -0.8 -0.1 -0.4 0.437
C 0.7522 1.1939 0.2200 1.1 1.5 -0.3 -1.399
N -0.1873 -1.1003 0.1805 1.5 -0.6 1.6 -0.318
H -2.1315 1.5721 -0.4430 0.1 0.2 -0.6 0.434
H -1.6631 1.1464 1.1866 0.5 0.2 -0.1 0.374
H -3.4682 -0.0906 0.2477 0.2 -0.2 0.0 0.339
H -0.3650 0.2105 -1.4121 0.3 0.2 -0.1 0.370
H 1.3145 0.8435 1.0633 -0.1 -0.9 0.6 0.413
H 0.3562 2.1455 0.5827 -0.3 -0.1 -0.2 0.400
H 1.5639 1.4800 -0.4571 -0.4 -0.3 -0.3 0.310
H -0.0755 -1.0178 1.1966 -0.3 -0.1 0.0 0.389
H -0.9461 -1.7449 0.0278 -1.0 0.2 -0.3 0.395
H 0.6666 -1.6132 -0.0688 0.3 0.9 -0.7 0.243
H 2.9360 -1.9832 -0.6003 -0.1 -0.1 0.4 0.308
H 3.2037 -0.6788 -1.2053 -0.3 0.5 0.1 0.311
O 2.6153 -1.0710 -0.5443 0.4 -0.7 -0.5 -0.624
```
Forces are in eV/Å.

Summary:
M: 94.13 g/mol
Net charge: +1
Kohn-Sham gap: 11.77 eV
Relative energy (zero: lowest compared OMol25 entry of this formula, charge and spin): 15.4 kcal/mol
DFT total energy: -326.48853 a.u.

Computed, not measured: 3 unconnected molecules or ions with the total composition C3H12NO2 at a distorted geometry, with ωB97M-V/def2-TZVPD.

The geometry in XYZ format:
```
18
Properties=species:S:1:pos:R:3:forces:R:3:mulliken_charge:R:1
C 2.1132 0.6887 -1.0154 -0.3 0.4 -0.7 -1.126
C 1.9760 -0.6319 -0.2935 0.6 -0.2 0.1 -0.318
C 0.6465 -0.9491 1.7456 0.2 -0.5 -0.2 -0.148
N 0.7575 -0.6559 0.5179 -0.2 -0.5 -0.7 0.085
H 1.2322 0.8715 -1.6378 -0.2 0.2 0.3 0.323
H 2.3154 1.5397 -0.3692 -0.2 -0.1 0.1 0.334
H 2.8996 0.6652 -1.7666 0.3 -0.3 0.2 0.349
H 1.8677 -1.4103 -1.0316 0.0 -0.4 -0.2 0.269
H 2.8424 -0.8468 0.3312 -0.1 -0.1 0.1 0.383
H -0.2988 -0.7880 2.2483 -0.1 -0.4 -0.1 0.287
H 1.4697 -1.4727 2.2273 0.2 0.8 0.4 0.276
H -0.1189 -0.6377 -0.0627 -0.3 0.9 0.6 0.329
H -4.1032 2.2820 -0.0922 0.1 -0.2 -0.3 0.326
H -3.9010 1.5137 1.1569 0.2 -0.4 -0.1 0.304
O -3.7030 1.4540 0.2118 -0.2 0.7 0.3 -0.612
H -2.1842 -1.2364 -1.0622 -0.1 0.0 0.0 0.316
H -1.9939 0.2564 -0.7096 -0.5 0.0 0.2 0.339
O -1.8174 -0.6425 -0.3981 0.7 0.0 -0.2 -0.716
```
Forces are in eV/Å.

Summary:
M: 94.13 g/mol
Net charge: +1
Kohn-Sham gap: 10.28 eV
Relative energy (zero: lowest compared OMol25 entry of this formula, charge and spin): 23.9 kcal/mol
DFT total energy: -326.47495 a.u.

Computed, not measured: 3 unconnected molecules or ions with the total composition C3H12NO2 at a distorted geometry, with ωB97M-V/def2-TZVPD.

The geometry in XYZ format:
```
18
Properties=species:S:1:pos:R:3:forces:R:3:mulliken_charge:R:1
C -0.0606 2.5894 1.7586 2.5 1.3 2.5 -1.084
C 0.1770 1.2164 1.1598 -0.8 -0.8 -1.0 0.117
C -0.2309 0.0320 1.7056 0.0 1.9 -1.5 -0.356
N -0.7855 -1.0224 0.8437 3.9 0.0 -2.6 -0.165
H -0.8043 3.3568 1.4407 0.5 -1.2 -1.2 0.314
H 0.9433 3.1109 1.8292 -1.0 -0.2 -0.7 0.286
H -0.2969 2.6656 2.8427 -0.1 -1.2 -0.3 0.327
H 0.7011 1.1592 0.1240 -1.7 0.2 1.6 0.189
H -0.4198 -0.2398 2.6908 -0.6 0.5 1.8 0.458
H -0.5204 -1.9601 1.0498 0.0 -1.1 1.2 0.419
H -0.2495 -0.9614 -0.1004 -1.3 0.8 0.6 0.190
H -1.7736 -0.9410 0.7953 -1.1 0.1 -0.5 0.367
H 0.5419 -1.2213 -2.1294 0.3 1.0 -0.7 0.384
H 1.2243 0.3253 -2.1341 -0.8 -1.7 0.4 0.322
O 0.8842 -0.4514 -1.6133 0.3 0.8 0.8 -0.750
H -0.5359 -2.9323 -3.4444 1.2 0.2 -0.2 0.325
H 1.0652 -2.4869 -3.5089 -1.1 -0.6 -0.2 0.350
O 0.1404 -2.2392 -3.3098 0.0 -0.1 0.1 -0.693
```
Forces are in eV/Å.

Summary:
M: 94.13 g/mol
Net charge: +1
Kohn-Sham gap: 10.33 eV
Relative energy (zero: lowest compared OMol25 entry of this formula, charge and spin): 58.2 kcal/mol
DFT total energy: -326.42043 a.u.

Computed, not measured: 2 unconnected molecules or ions with the total composition C3H12NO2 at a distorted geometry, with ωB97M-V/def2-TZVPD.

The geometry in XYZ format:
```
18
Properties=species:S:1:pos:R:3:forces:R:3:mulliken_charge:R:1
C 1.5049 -0.2352 -0.7999 1.3 -0.4 0.2 -0.754
O 0.7875 -0.5369 -1.9631 -0.6 -0.1 -0.2 -0.519
C 0.6024 -0.1934 0.4217 -1.2 -1.1 -0.9 0.353
C 1.3401 0.1196 1.6733 1.5 1.0 0.5 -1.349
N -0.4910 0.7846 0.0339 1.3 0.9 -0.4 -0.283
H 2.2794 -0.9750 -0.5772 0.0 -0.1 -0.1 0.415
H 2.0425 0.7107 -0.9184 -0.1 0.3 0.1 0.376
H 1.2913 -1.0670 -2.5986 -0.1 0.2 0.4 0.337
H 0.1103 -1.1692 0.4676 -0.2 0.2 0.1 0.243
H 0.8298 0.5655 2.5249 -0.6 0.1 -0.3 0.409
H 2.1587 0.8006 1.3843 -0.2 0.0 0.4 0.340
H 1.8435 -0.7391 2.1200 -0.2 -0.3 -0.4 0.355
H -0.0387 1.6661 -0.2010 0.3 0.3 0.1 0.371
H -0.8802 0.4927 -0.8664 -0.5 -0.3 0.3 0.365
H -1.1902 1.0260 0.7222 -0.7 -0.7 0.2 0.333
H -3.3532 -0.8476 0.2333 0.1 0.7 0.4 0.317
H -3.8885 0.5262 0.6984 -0.1 -0.1 0.0 0.321
O -3.0778 0.0106 0.6198 -0.2 -0.6 -0.4 -0.628
```
Forces are in eV/Å.

Summary:
M: 94.13 g/mol
Net charge: +1
Kohn-Sham gap: 11.97 eV
Relative energy (zero: lowest compared OMol25 entry of this formula, charge and spin): 11.0 kcal/mol
DFT total energy: -326.49552 a.u.

Computed, not measured: 3 unconnected molecules or ions with the total composition C3H12NO2 at a distorted geometry, with ωB97M-V/def2-TZVPD.

The geometry in XYZ format:
```
18
Properties=species:S:1:pos:R:3:forces:R:3:mulliken_charge:R:1
C -2.8410 0.3609 0.1095 -1.1 0.8 0.1 -0.896
C -1.8651 1.3559 -0.5391 -2.3 1.0 1.0 -0.222
C -0.6922 1.5949 -0.0073 1.4 1.3 -1.4 -0.268
N -0.0557 0.5814 0.8095 -3.4 1.7 1.8 -0.191
H -2.4506 -0.2421 0.9955 -0.5 0.5 -1.4 0.315
H -3.6913 1.0260 0.5930 1.6 -1.4 -1.1 0.283
H -3.2853 -0.2393 -0.7195 0.1 0.0 1.1 0.261
H -2.3927 2.1208 -1.1719 1.0 -0.8 0.5 0.336
H -0.0379 2.4812 -0.1056 -0.6 -0.6 -0.4 0.405
H 0.9246 0.5752 0.6450 2.0 -1.1 -0.7 0.392
H -0.2695 0.9047 1.7362 0.5 0.1 1.2 0.367
H -0.6572 -0.2175 0.7484 0.6 -1.4 -0.5 0.243
H 2.8859 -0.4012 0.2057 -0.4 0.4 -0.9 0.316
H 2.3566 0.3320 -1.1235 0.4 -0.3 -0.4 0.307
O 2.2438 0.2332 -0.1811 0.6 -0.3 1.0 -0.664
H 2.6062 -3.9771 -0.7429 1.6 2.7 -0.1 0.339
H 4.0736 -3.4023 -0.4786 -2.2 0.7 -0.8 0.342
O 3.1478 -3.0868 -0.7732 0.6 -3.3 0.9 -0.666
```
Forces are in eV/Å.

Summary:
M: 94.13 g/mol
Net charge: +1
Kohn-Sham gap: 11.39 eV
Relative energy (zero: lowest compared OMol25 entry of this formula, charge and spin): 46.5 kcal/mol
DFT total energy: -326.43903 a.u.

Computed, not measured: 2 unconnected molecules or ions with the total composition C3H12NO2 at a distorted geometry, with ωB97M-V/def2-TZVPD.

The geometry in XYZ format:
```
18
Properties=species:S:1:pos:R:3:forces:R:3:mulliken_charge:R:1
C 0.1621 -1.4039 1.1636 0.7 0.8 -1.4 -0.521
O -1.1347 -1.0110 1.4661 -0.6 1.0 0.0 -0.518
C 0.4027 -0.9182 -0.3013 -1.1 -1.0 -0.4 -0.025
C 1.8412 -1.0218 -0.7675 -1.2 0.3 -1.0 -1.233
N -0.2283 0.4174 -0.6377 2.6 1.1 1.8 -0.307
H 0.3202 -2.4907 1.0916 0.0 0.3 0.4 0.376
H 0.9184 -0.9042 1.8032 -0.5 -0.5 0.1 0.309
H -1.7316 -1.6295 1.8795 0.2 -0.6 0.3 0.326
H -0.2584 -1.5026 -0.9327 0.3 -1.0 0.0 0.317
H 1.7715 -0.9116 -1.8570 0.6 0.0 0.1 0.406
H 2.5046 -0.2391 -0.3819 0.0 -0.5 0.2 0.383
H 2.1168 -2.0611 -0.5866 0.6 0.3 0.2 0.355
H 0.4506 1.0982 -0.2641 -0.6 0.4 0.1 0.373
H -1.0980 0.5787 -0.1276 -0.3 -0.1 -0.4 0.364
H -0.2096 0.6702 -1.6259 -0.7 -0.5 0.0 0.372
H -1.1033 3.7953 0.0481 0.3 -0.3 -0.1 0.328
H -1.3246 3.4748 -1.4146 0.5 -0.2 0.5 0.334
O -0.7786 3.1995 -0.6483 -0.9 0.4 -0.4 -0.639
```
Forces are in eV/Å.

Summary:
M: 94.13 g/mol
Net charge: +1
Kohn-Sham gap: 11.69 eV
Relative energy (zero: lowest compared OMol25 entry of this formula, charge and spin): 18.5 kcal/mol
DFT total energy: -326.48365 a.u.